Density functional theory data (ωB97M-V with the def2-TZVPD basis set) for 2 unconnected molecules or ions with the total composition C15H34NOP.

The geometry in XYZ format:
```
52
Properties=species:S:1:pos:R:3:forces:R:3:nbo_charge:R:1
C -0.612082 -1.576485 -2.006223 0.00 -0.03 -0.03 -0.607
C -1.828702 -0.982363 -2.706445 0.03 0.03 -0.06 -0.387
C -1.924560 0.537482 -2.519924 -0.02 0.01 0.07 -0.413
C -3.311040 1.151785 -2.727379 -0.06 -0.09 -0.12 -0.402
C -4.256297 1.120074 -1.522497 0.11 0.01 0.08 -0.401
C -4.813277 -0.250885 -1.097342 0.05 0.05 0.01 -0.709
P -5.687271 -1.077597 -2.441404 -0.02 -0.04 0.03 0.807
H -0.619368 -1.326215 -0.943421 0.02 -0.01 0.00 0.204
H 0.309342 -1.180731 -2.435538 0.00 0.02 0.04 0.222
H -0.579507 -2.662794 -2.092840 -0.01 0.02 -0.05 0.221
H -1.778918 -1.201995 -3.777211 -0.06 -0.02 0.02 0.211
H -2.729787 -1.490734 -2.343476 0.00 0.03 0.08 0.147
H -1.553933 0.821469 -1.528722 -0.03 -0.05 0.01 0.207
H -1.243311 1.003902 -3.233992 0.05 0.00 0.06 0.229
H -3.201295 2.204582 -2.991495 0.02 -0.01 -0.02 0.243
H -3.774168 0.685933 -3.611751 -0.03 0.05 0.04 0.179
H -3.725147 1.509090 -0.650556 -0.04 0.03 -0.02 0.246
H -5.097490 1.796303 -1.692445 0.00 -0.03 -0.03 0.223
H -4.029306 -0.930114 -0.762385 0.00 -0.03 0.00 0.279
H -5.534289 -0.153090 -0.282964 0.02 0.04 -0.01 0.281
H -6.905324 -1.609607 -2.022840 -0.02 -0.03 0.00 0.072
H -5.986755 -0.204868 -3.484241 -0.04 0.02 -0.03 0.072
H -4.986058 -2.142311 -3.003189 0.04 0.02 -0.05 0.076
C 1.048537 -1.057871 2.545651 -0.02 -0.02 0.02 -0.624
C 1.338311 0.415061 2.228930 0.21 0.15 0.06 0.094
C 1.108856 0.730802 0.743581 -0.11 -0.02 0.00 -0.403
C 2.159087 0.116435 -0.176875 -0.02 0.01 -0.02 -0.409
C 3.566784 0.525961 0.246221 0.06 -0.04 -0.02 -0.408
C 3.873844 0.191442 1.713358 -0.14 0.20 0.11 0.101
N 2.762406 0.786089 2.537686 0.01 0.18 -0.07 0.025
O 2.940230 2.003634 2.898739 -0.05 -0.40 -0.06 -0.403
C 4.004144 -1.314856 1.926502 0.02 -0.04 0.03 -0.625
C 5.178007 0.849521 2.147405 0.01 -0.06 -0.05 -0.606
C 0.432980 1.284534 3.095179 -0.02 -0.06 -0.03 -0.603
H 1.216013 -1.717795 1.695560 -0.02 0.01 0.04 0.202
H 1.657592 -1.409919 3.376426 -0.03 0.01 0.03 0.232
H 0.002851 -1.156994 2.838797 -0.01 -0.01 -0.03 0.213
H 1.116996 1.818315 0.622728 0.02 0.00 0.03 0.215
H 0.104409 0.382931 0.476161 0.00 0.02 -0.03 0.190
H 2.065292 -0.973429 -0.198344 0.01 0.01 0.02 0.195
H 1.979606 0.456965 -1.199591 0.01 -0.03 -0.02 0.212
H 4.316103 0.038726 -0.383110 -0.02 0.02 -0.03 0.216
H 3.683140 1.605161 0.112328 -0.01 0.01 0.03 0.215
H 4.079513 -1.546886 2.989202 0.01 -0.01 -0.01 0.223
H 4.924118 -1.645939 1.443795 0.00 -0.01 0.01 0.221
H 3.187610 -1.892429 1.503101 0.06 0.00 0.00 0.206
H 5.171171 1.918225 1.958376 -0.01 0.03 0.00 0.234
H 5.998122 0.392440 1.590874 -0.01 0.02 0.01 0.208
H 5.351092 0.693778 3.212217 0.00 -0.01 0.00 0.224
H 0.633434 1.115012 4.153304 0.00 -0.01 0.00 0.227
H -0.604529 1.009376 2.890537 0.01 0.02 0.01 0.192
H 0.572824 2.340881 2.889542 0.01 0.02 0.00 0.236
```
Positions in Å, forces in eV/Å.

The net charge is +1. Its total energy is -28924.02223 eV. Its HOMO energy (alpha / beta) is -9.5 / -10.9 eV. As for the multiplicity: 2. As for the expectation value of S²: 0.754. As for the HOMO-LUMO gap (alpha / beta): 6.234 / 7.575 eV.